Entry i
Density functional theory data (ωB97M-V/def2-TZVPD) for the molecule C11H21NSi.

CARTESIAN COORDINATES (ANGSTROEM)
C (-3.410, -1.220, 0.613)
C (-3.972, -0.087, -0.083)
C (-2.066, -1.128, 0.424)
C (-2.971, 0.633, -0.662)
C (2.640, -2.209, 0.085)
C (2.538, 0.602, 0.250)
C (0.984, -0.422, 1.874)
C (-0.537, 2.625, 0.392)
C (-0.221, 1.270, -2.435)
C (1.298, -1.534, -0.352)
C (1.211, -0.134, 0.378)
N (-1.753, -0.036, -0.382)
Si (-0.249, 0.918, -0.477)
H (-3.885, -2.152, 0.916)
H (-4.984, 0.319, -0.031)
H (-1.278, -1.604, 0.936)
H (-2.995, 1.535, -1.168)
H (2.568, -3.292, -0.185)
H (3.571, -2.044, -0.546)
H (2.802, -2.191, 1.161)
H (2.774, 0.691, -0.736)
H (2.540, 1.638, 0.783)
H (3.323, 0.027, 0.795)
H (0.192, -1.022, 2.009)
H (1.915, -0.784, 2.297)
H (0.838, 0.447, 2.537)
H (-1.608, 2.984, 0.183)
H (-0.334, 2.522, 1.402)
H (0.089, 3.516, 0.112)
H (-0.055, 0.213, -2.984)
H (-1.204, 1.606, -2.891)
H (0.555, 1.920, -2.762)
H (1.273, -1.481, -1.434)
H (0.413, -2.126, -0.018)

Properties
HOMO level (eV): -8.309
LUMO (eV): 0.74
2S+1: 1

=====

Entry ii
Density functional theory data (ωB97M-V/def2-TZVPD) for a cluster of 2 separate species, C11H21NSi in total.

CARTESIAN COORDINATES (ANGSTROEM)
C (2.855, 0.620, -0.107)
C (3.083, -1.478, 1.770)
C (2.194, -1.304, 0.828)
C (1.899, -1.146, -2.233)
C (-1.349, -0.625, -1.462)
C (-1.523, -1.266, 0.910)
C (-2.582, 0.770, 0.171)
C (0.466, 2.434, -0.564)
C (0.459, 1.177, 2.238)
C (1.728, -0.119, 0.064)
C (-1.401, -0.093, -0.011)
N (3.834, 1.234, -0.285)
Si (0.207, 0.873, 0.425)
H (3.630, -2.390, 2.163)
H (3.372, -0.544, 2.306)
H (1.812, -2.319, 0.416)
H (1.268, -1.982, -2.231)
H (2.985, -1.424, -2.059)
H (1.634, -0.253, -2.847)
H (-0.540, -0.096, -2.088)
H (-1.366, -1.715, -1.712)
H (-2.313, -0.238, -1.867)
H (-1.396, -1.191, 2.056)
H (-0.848, -2.049, 0.629)
H (-2.454, -1.812, 0.869)
H (-2.829, 1.702, -0.445)
H (-3.518, 0.161, 0.232)
H (-2.709, 0.997, 1.252)
H (1.392, 2.951, -0.200)
H (0.622, 2.450, -1.603)
H (-0.310, 3.145, -0.314)
H (0.670, 0.253, 2.663)
H (1.320, 1.887, 2.337)
H (-0.382, 1.675, 2.739)

Properties
HOMO level (spin up / spin down) (eV): -8.752 / -8.531
LUMO (spin up / spin down) (eV): -0.95 / -0.25
2S+1: 1

=====

entry i (4.304 eV below the next structure)

=====

Entry i
Density functional theory data (ωB97M-V/def2-TZVPD) for the molecule C8H12O4S.

CARTESIAN COORDINATES (ANGSTROEM)
C (3.026, -0.874, 0.303)
C (1.837, 0.799, -1.038)
C (1.234, 1.319, 0.246)
C (-1.503, 0.992, 0.646)
C (-2.811, 0.714, -0.297)
C (-2.075, -1.567, -0.664)
C (-0.677, -0.213, 0.744)
C (0.952, -0.124, 0.990)
H (3.467, -1.900, -0.090)
H (3.447, -0.745, 1.327)
H (1.393, 0.070, -1.651)
H (2.162, 1.536, -1.803)
H (1.862, 2.052, 0.673)
H (-1.742, 1.335, 1.722)
H (-2.641, 0.860, -1.455)
H (-3.581, 1.406, -0.089)
H (-2.280, -2.499, -0.123)
H (-2.426, -1.730, -1.663)
H (-1.245, -0.851, 1.391)
H (1.204, -0.036, 2.109)
O (3.138, 0.201, -0.769)
O (-3.118, -0.669, -0.010)
O (-0.765, -0.983, -0.598)
O (1.517, -1.274, 0.245)
S (-0.375, 2.180, -0.144)

Properties
HOMO level (eV): -8.750
LUMO (eV): 0.72
2S+1: 1

=====

Entry ii
Density functional theory data (ωB97M-V/def2-TZVPD) for the molecule C8H12O4S.

CARTESIAN COORDINATES (ANGSTROEM)
C (0.520, 1.564, -0.786)
C (-1.572, -0.101, -0.418)
C (-0.203, 0.318, -1.206)
C (1.425, 0.994, 0.303)
C (-1.324, -0.181, 1.008)
C (1.492, -0.482, -0.104)
C (-2.271, -1.274, -1.057)
C (2.498, -1.468, 0.350)
O (-1.257, 2.373, 1.257)
O (-0.713, 1.037, 3.255)
O (0.691, -0.746, -1.135)
O (0.939, 1.186, 1.622)
S (-0.692, 1.170, 1.840)
H (0.917, 1.939, -1.732)
H (-0.097, 2.196, -0.200)
H (-2.100, 0.821, -0.744)
H (-0.411, 0.451, -2.266)
H (2.534, 1.235, 0.414)
H (-1.346, -1.067, 1.698)
H (-2.160, -1.233, -2.083)
H (-3.231, -1.395, -0.857)
H (-1.781, -2.100, -0.582)
H (2.001, -2.449, 0.138)
H (2.607, -1.404, 1.523)
H (3.534, -1.385, -0.237)

Properties
HOMO level (spin up / spin down) (eV): -8.377 / -7.337
LUMO (spin up / spin down) (eV): -0.23 / -1.42
2S+1: 1

=====

entry i (0.149 eV below the next structure)

=====

Entry i
Density functional theory data (ωB97M-V/def2-TZVPD) for a cluster of 21 separate species, H41O21 in total.

CARTESIAN COORDINATES (ANGSTROEM)
O (-1.153, 2.810, 0.967)
H (-1.399, 3.293, 0.175)
H (-0.767, 1.935, 0.862)
O (1.627, -1.279, 1.616)
H (-2.812, -3.278, 1.236)
H (-0.972, -0.490, -3.778)
O (2.097, 1.570, 2.088)
H (-3.104, 1.016, 0.990)
H (2.481, 1.371, 1.228)
O (-3.846, 1.555, 0.785)
H (-1.686, -3.333, -2.327)
H (0.593, -4.666, -0.419)
O (-0.223, -4.675, -0.940)
H (-0.922, -4.425, -0.327)
H (-2.817, 1.472, -1.082)
O (3.728, -0.954, 3.069)
H (4.798, -1.098, -0.527)
H (3.957, -0.225, 3.642)
O (4.655, -1.350, -1.435)
H (1.765, -1.279, 0.634)
H (1.302, -1.584, -2.098)
O (3.997, 0.917, 0.222)
H (-3.917, 2.234, 1.447)
H (3.156, -0.725, 2.291)
O (2.479, 4.159, 1.843)
H (4.807, 1.095, -0.281)
H (-0.736, -2.096, -2.352)
O (-2.815, 1.741, -2.006)
H (3.672, -1.344, -1.745)
H (-1.513, -0.493, -2.288)
O (-3.916, -2.301, -0.803)
H (-1.866, -1.280, -0.317)
H (-4.705, -1.737, -0.812)
O (1.325, 1.837, -0.723)
H (2.063, 0.668, 2.431)
H (0.892, 2.452, -1.253)
O (-1.583, -2.434, -2.044)
H (1.656, 3.759, 2.049)
H (2.875, 3.352, 1.508)
O (-0.425, 4.436, -2.675)
H (0.395, 4.630, -2.230)
H (-1.139, 4.788, -2.132)
O (2.052, -0.480, -1.515)
H (-2.376, 1.203, 3.523)
H (1.164, 0.886, -0.699)
O (-1.425, -0.463, -0.008)
H (-2.789, 0.991, -2.604)
O (-0.934, -0.068, -2.922)
H (0.749, -0.889, 1.472)
H (-0.611, -0.453, -0.517)
O (1.016, -2.472, -2.508)
H (-1.262, -0.701, 1.816)
H (1.588, -2.559, -3.285)
O (-1.879, -0.440, 2.531)
H (-1.611, 2.494, 3.229)
H (-2.392, -1.268, 2.615)
O (-2.328, 2.132, 3.770)
H (3.552, 0.207, -0.263)
H (2.747, 0.178, -1.488)
O (-2.353, -3.224, 2.044)
H (-1.461, -2.896, 1.994)
H (-3.447, -2.219, -1.670)

Properties
HOMO level (eV): -6.779
LUMO (eV): 2.04
Total charge: -1
2S+1: 1

=====

Entry ii
Density functional theory data (ωB97M-V/def2-TZVPD) for a structure of composition H41O21.

CARTESIAN COORDINATES (ANGSTROEM)
O (1.323, 2.520, 3.349)
H (0.392, 2.502, 3.850)
H (0.811, 2.240, 2.552)
O (0.279, -0.917, -1.004)
H (-0.223, -1.546, -0.076)
H (1.058, -0.801, -0.629)
O (-3.462, -1.974, -1.038)
H (-3.046, -0.992, -1.137)
H (-2.728, -2.532, -1.043)
O (-3.305, 3.214, -2.456)
H (-4.199, 2.803, -2.201)
H (-3.237, 2.882, -3.352)
O (2.124, 1.624, -2.923)
H (2.417, 1.634, -2.074)
H (2.425, 2.339, -3.394)
O (4.061, -1.186, -0.367)
H (4.679, -0.593, -0.533)
H (3.925, -1.355, 0.547)
O (-1.151, -0.662, -3.191)
H (-0.805, -1.570, -3.195)
H (-0.433, -0.130, -2.637)
O (-0.758, -3.426, -1.315)
H (0.109, -3.502, -1.160)
H (-0.704, -2.754, -1.968)
O (3.324, 0.554, 1.731)
H (2.286, 0.319, 1.639)
H (3.515, 0.705, 2.626)
O (-1.237, 1.916, 3.873)
H (-1.081, 1.718, 4.719)
H (-1.873, 1.392, 3.324)
O (-2.026, -3.192, 2.520)
H (-0.628, 0.952, 0.267)
H (-1.407, -2.546, 2.239)
O (-3.722, -0.152, 3.836)
H (-3.395, -1.053, 3.776)
H (-4.147, -0.088, 2.885)
O (1.276, -4.020, -3.205)
H (1.252, -3.380, -3.941)
H (2.215, -3.987, -3.116)
O (-3.647, -0.917, 1.250)
H (-3.762, -1.277, 0.290)
H (-2.788, -1.279, 1.497)
O (3.503, 3.679, -1.331)
H (3.005, 3.049, -0.702)
H (2.888, 3.875, -1.966)
O (-0.669, 1.680, 0.962)
H (-1.448, 2.155, 0.642)
O (2.598, -2.019, -2.823)
H (3.361, -1.924, -2.146)
H (2.020, -1.412, -2.471)
O (1.202, -0.619, 2.323)
H (0.803, 0.046, 2.896)
H (0.375, -0.780, 1.794)
O (-1.144, 3.316, -0.894)
H (-0.855, 4.149, -0.684)
H (-1.710, 3.004, -1.525)
O (1.869, 2.224, 0.253)
H (0.846, 2.164, 0.078)
H (2.096, 1.857, 1.173)
O (-0.417, -1.943, 1.099)
H (0.311, -2.481, 0.799)
H (-2.340, -3.507, 1.709)

Properties
HOMO level (eV): -6.878
LUMO (eV): 1.95
Total charge: -1
2S+1: 1

=====

entry i (2.944 eV below the next structure)

=====

Entry i
Density functional theory data (ωB97M-V/def2-TZVPD) for the ion C4H8NO with charge -1.

CARTESIAN COORDINATES (ANGSTROEM)
C (-2.079, -0.766, -0.154)
C (-0.790, -0.132, -0.708)
C (1.714, 0.472, 0.105)
C (0.169, 0.254, 0.325)
N (-3.165, 0.110, 0.508)
O (-4.147, 0.217, -0.266)
H (-2.517, -1.230, -1.040)
H (-1.742, -1.636, 0.472)
H (-0.967, 0.644, -1.521)
H (1.776, 1.218, -0.639)
H (2.185, -0.477, -0.030)
H (2.299, 1.022, 0.860)
H (-0.049, 1.193, 0.792)
H (-0.082, -0.404, 1.064)

Properties
HOMO level (spin up / spin down) (eV): -1.869 / -1.120
LUMO (spin up / spin down) (eV): 4.24 / 4.03
Total charge: -1
2S+1: 1

=====

Entry ii
Density functional theory data (ωB97M-V/def2-TZVPD) for a cluster of 2 separate species, C4H8NO in total.

CARTESIAN COORDINATES (ANGSTROEM)
C (0.262, -0.126, 1.153)
C (-1.396, -0.932, -0.309)
C (0.290, 1.325, 1.130)
C (0.396, -1.021, -1.660)
N (-0.962, -1.080, -1.524)
O (-1.694, -1.374, -2.539)
H (-0.295, -0.578, 2.085)
H (-2.467, -1.016, -0.170)
H (0.078, 1.671, 0.154)
H (-0.100, 2.003, 1.968)
H (1.369, 1.469, 1.106)
H (0.874, -0.862, -0.759)
H (0.817, -2.000, -2.041)
H (0.468, -0.164, -2.364)

Properties
HOMO level (spin up / spin down) (eV): -2.490 / -2.490
LUMO (spin up / spin down) (eV): 4.46 / 4.46
Total charge: -1
2S+1: 1

=====

entry i (2.185 eV below the next structure)

=====

Entry i
Density functional theory data (ωB97M-V/def2-TZVPD) for a cluster of 4 separate species, CH10O3S2 in total.

CARTESIAN COORDINATES (ANGSTROEM)
C (-2.035, -0.063, 1.250)
S (-0.724, 1.248, 1.115)
S (0.138, 1.305, -0.582)
H (-2.937, 0.168, 0.668)
H (-2.424, -0.052, 2.364)
H (-1.708, -1.047, 1.005)
H (-0.686, 1.859, -1.426)
H (-2.801, -1.998, -1.799)
H (-1.573, -1.279, -1.996)
O (-1.870, -2.145, -1.832)
H (2.225, -0.136, -1.045)
H (2.120, -0.969, -2.360)
O (2.645, -0.492, -1.703)
H (1.914, -1.709, 2.464)
H (2.206, -2.163, 1.010)
O (2.379, -1.504, 1.672)

Properties
HOMO level (eV): -9.102
LUMO (eV): 0.36
2S+1: 1

=====

Entry ii
Density functional theory data (ωB97M-V/def2-TZVPD) for a cluster of 4 separate species, CH10O3S2 in total.

CARTESIAN COORDINATES (ANGSTROEM)
C (0.725, -1.215, -0.109)
S (1.353, 0.391, 0.497)
S (2.950, 0.758, -0.831)
H (0.528, -0.973, -1.111)
H (-0.272, -1.529, 0.317)
H (1.466, -1.955, 0.000)
H (3.109, 2.002, -0.253)
H (-0.821, 1.061, -0.655)
H (-1.125, 1.401, 0.846)
O (-1.466, 1.634, -0.097)
H (-4.364, 0.285, -0.624)
H (-2.990, 0.698, 0.116)
O (-3.626, -0.023, -0.030)
H (-3.193, -3.212, 0.530)
H (-3.194, -1.710, 0.745)
O (-2.700, -2.506, 0.889)

Properties
HOMO level (eV): -8.483
LUMO (eV): 0.16
2S+1: 1

=====

entry ii (0.667 eV below the next structure)